Entry 1:
Formula: C11H32B4F16N3O3
Source: the Open Molecules 2025 dataset
Level of theory: the ωB97M-V functional and the def2-TZVPD basis

Each line ends with the Mulliken charge.
Geometry (Å):
C (1.44, -0.06, 3.55)  -0.9034
C (1.27, 1.39, 3.49)  0.7249
O (1.38, 2.00, 4.58)  -0.5509
N (1.17, 2.14, 2.14)  0.9110
H (1.75, 1.70, 1.44)  0.0429
H (0.25, 1.90, 1.82)  0.0785
C (1.57, 3.59, 1.95)  -0.7062
H (1.46, -0.42, 4.58)  0.4171
H (2.30, -0.30, 2.93)  0.1605
H (0.62, -0.55, 3.03)  0.2762
H (0.98, 4.02, 1.15)  0.2070
H (2.65, 3.68, 1.82)  0.2656
H (1.36, 4.06, 2.92)  0.3685
C (-2.05, 3.05, -1.09)  -1.4897
C (-2.86, 1.72, -0.85)  0.7506
C (-4.37, 1.82, -0.89)  -1.0251
O (-4.93, 0.52, -0.71)  -0.2925
C (-6.34, 0.49, -0.85)  -0.8207
N (-2.37, 0.65, -1.85)  0.0659
H (-1.38, 0.53, -1.69)  -0.1129
H (-2.69, -0.28, -1.61)  0.4851
H (-2.56, 0.90, -2.81)  0.3861
H (-2.36, 3.60, -1.98)  0.4640
H (-0.97, 2.99, -0.94)  0.2777
H (-2.33, 3.78, -0.32)  0.3925
H (-2.74, 1.49, 0.21)  -0.0183
H (-4.75, 2.23, -1.83)  0.4769
H (-4.80, 2.58, -0.23)  0.4682
H (-6.47, -0.59, -0.76)  0.2845
H (-6.72, 0.79, -1.82)  0.3284
H (-7.01, 0.88, -0.08)  0.3035
C (0.55, -4.73, -2.14)  -1.7941
C (0.36, -3.54, -1.32)  0.6198
C (0.41, -3.81, 0.29)  -0.3735
O (1.72, -4.31, 0.75)  -0.4073
C (2.34, -3.57, 1.85)  -0.6721
N (1.60, -2.67, -1.72)  0.0426
H (2.43, -2.77, -1.16)  0.4172
H (1.98, -2.90, -2.63)  0.3747
H (1.52, -1.66, -1.66)  -0.0531
H (1.43, -5.33, -1.91)  0.4119
H (0.33, -4.61, -3.20)  0.4292
H (-0.20, -5.45, -1.80)  0.4631
H (-0.45, -2.95, -1.74)  0.2283
H (-0.52, -4.28, 0.60)  0.4746
H (0.24, -2.78, 0.59)  0.0651
H (1.67, -3.49, 2.70)  0.3191
H (2.63, -2.54, 1.67)  0.2214
H (3.18, -4.14, 2.23)  0.3375
B (4.73, 1.67, 1.60)  0.2440
F (4.47, 2.58, 0.60)  -0.3962
F (4.79, 2.39, 2.76)  -0.3993
F (3.76, 0.73, 1.66)  -0.1154
F (5.88, 0.96, 1.37)  -0.3936
B (-2.23, 2.01, 3.22)  -0.1247
F (-3.48, 2.18, 2.75)  -0.3638
F (-1.38, 1.59, 2.23)  0.0549
F (-1.71, 3.15, 3.78)  -0.4060
F (-2.48, 1.05, 4.18)  -0.4037
B (0.98, 0.45, -0.84)  0.3926
F (1.89, -0.46, -0.35)  -0.3280
F (-0.06, 0.43, -0.04)  -0.1667
F (1.67, 1.64, -0.75)  -0.4228
F (0.73, 0.22, -2.19)  -0.5333
B (2.13, -1.08, -5.39)  0.5384
F (2.66, -0.78, -4.15)  -0.2965
F (1.31, -2.15, -5.25)  -0.4084
F (1.34, -0.01, -5.75)  -0.4106
F (3.29, -1.31, -6.15)  -0.3812

Summary:
Net charge: -1
Electronic energy: -2526.45449 hartree
Multiplicity: 1
M: 601.6 g/mol
Kohn-Sham gap: 9.335 eV

Entry 2:
Formula: CH4N2OS
Source: the Open Molecules 2025 dataset
Level of theory: the ωB97M-V functional and the def2-TZVPD basis

Each line ends with the Mulliken charge.
Geometry (Å):
O (-1.89, 0.04, 0.51)  -0.3977
N (-0.76, -0.73, 0.89)  -0.2019
C (0.45, -0.29, 0.27)  0.0637
N (0.40, 0.34, -0.81)  -0.3439
S (1.95, 0.65, -1.51)  -0.1619
H (-2.45, -0.51, -0.07)  0.3358
H (-0.72, -0.59, 1.91)  0.2707
H (1.37, -0.78, 0.69)  0.2944
H (1.65, 1.87, -1.87)  0.1407

Summary:
Net charge: 0
Electronic energy: -623.34706 hartree
Multiplicity: 1
SMILES: ON/C=N/S
M: 92.1 g/mol
Kohn-Sham gap: 9.570 eV

Entry 3:
Formula: C4H8NO3
Source: the Open Molecules 2025 dataset
Level of theory: the ωB97M-V functional and the def2-TZVPD basis

Each line ends with the Mulliken charge.
Geometry (Å):
N (-1.33, -2.70, -1.47)  -0.5438
C (-0.65, -1.71, -0.66)  0.6389
O (-1.36, -1.05, 0.17)  -0.7492
O (0.57, -1.54, -0.85)  -0.7513
H (-0.70, -3.44, -1.79)  0.2131
H (-2.26, -2.98, -1.14)  0.2047
O (2.26, 2.30, -0.58)  -0.5670
C (1.49, 1.35, -0.50)  0.0176
C (0.93, 0.92, 0.84)  -0.0389
C (-0.33, 1.72, 1.20)  -1.0790
H (1.18, 0.70, -1.34)  0.3601
H (1.70, 0.87, 1.61)  0.3357
H (0.61, -0.11, 0.72)  0.0990
H (-0.19, 2.80, 1.39)  0.3253
H (-0.89, 1.31, 2.07)  0.2750
H (-1.02, 1.56, 0.32)  0.2597

Summary:
Net charge: -1
Electronic energy: -437.75998 hartree
Multiplicity: 1
M: 118.1 g/mol
Kohn-Sham gap: 8.503 eV

Entry 4:
Formula: C39H63AlN3O2
Source: the Open Molecules 2025 dataset
Level of theory: the ωB97M-V functional and the def2-TZVPD basis

Each line ends with the Mulliken charge.
Geometry (Å):
Al (1.31, -1.51, -0.91)  -0.5034
C (2.90, -4.07, -0.67)  -1.0500
N (2.18, -3.24, -1.64)  0.8780
C (3.08, -2.99, -2.77)  -1.0362
C (0.97, -3.94, -2.10)  -0.9447
C (-0.20, -3.76, -1.12)  -0.9435
N (-0.59, -2.35, -0.99)  1.5837
C (-1.42, -2.13, 0.21)  -1.6534
C (-0.73, -1.78, 1.52)  0.0841
C (-1.60, -1.46, 2.56)  -0.4768
C (-1.12, -1.06, 3.80)  -0.1563
C (0.26, -0.99, 3.97)  -0.4945
C (1.16, -1.33, 2.97)  -0.0987
C (0.65, -1.74, 1.72)  -0.4147
O (1.46, -2.07, 0.69)  0.2519
C (2.66, -1.34, 3.27)  2.4235
C (3.10, -2.81, 3.26)  -1.5880
C (2.99, -0.74, 4.64)  -2.3019
C (3.46, -0.54, 2.24)  -1.1980
C (-2.02, -0.69, 4.97)  1.8000
C (-1.65, -1.55, 6.18)  -1.7059
C (-3.50, -0.93, 4.66)  -2.0755
C (-1.83, 0.80, 5.30)  -1.6365
C (-1.35, -1.90, -2.18)  -1.8652
C (-1.16, -0.44, -2.51)  0.4257
C (-2.26, 0.39, -2.67)  -0.1991
C (-2.09, 1.70, -3.11)  -0.2216
C (-0.79, 2.11, -3.39)  -0.6931
C (0.34, 1.29, -3.28)  1.1582
C (0.14, 0.01, -2.77)  -0.9758
O (1.15, -0.86, -2.48)  -0.4010
C (1.66, 1.87, -3.79)  1.6436
C (2.12, 2.99, -2.86)  -1.5019
C (1.43, 2.42, -5.21)  -1.7683
C (2.80, 0.85, -3.89)  -1.7185
C (-3.23, 2.67, -3.33)  1.9749
C (-3.12, 3.28, -4.74)  -1.6310
C (-4.60, 1.99, -3.24)  -2.1431
C (-3.17, 3.78, -2.28)  -1.5624
H (3.28, -4.98, -1.15)  0.3878
H (2.24, -4.35, 0.14)  0.3733
H (3.73, -3.51, -0.26)  0.3241
H (3.37, -3.92, -3.27)  0.4552
H (3.98, -2.49, -2.40)  0.3325
H (2.61, -2.32, -3.49)  0.2157
H (1.17, -5.01, -2.23)  0.6069
H (0.70, -3.52, -3.07)  0.4479
H (0.09, -4.12, -0.13)  0.3743
H (-1.05, -4.37, -1.46)  0.4537
H (-2.05, -3.02, 0.37)  0.4820
H (-2.09, -1.30, -0.01)  0.4973
H (-2.66, -1.53, 2.37)  0.6791
H (0.63, -0.68, 4.92)  0.5931
H (2.53, -3.38, 3.99)  0.3654
H (4.15, -2.89, 3.50)  0.4906
H (2.93, -3.25, 2.28)  0.0212
H (2.56, -1.32, 5.46)  0.4130
H (2.66, 0.29, 4.71)  0.3737
H (4.07, -0.75, 4.78)  0.4684
H (3.33, -0.93, 1.23)  -0.1415
H (4.52, -0.58, 2.48)  0.6048
H (3.15, 0.51, 2.25)  0.1581
H (-1.67, -2.60, 5.92)  0.3931
H (-2.36, -1.37, 6.98)  0.4814
H (-0.66, -1.31, 6.57)  0.3078
H (-3.69, -1.97, 4.44)  0.3699
H (-3.84, -0.31, 3.83)  0.3443
H (-4.09, -0.66, 5.54)  0.4609
H (-0.79, 1.02, 5.54)  0.2504
H (-2.43, 1.06, 6.17)  0.5303
H (-2.14, 1.43, 4.47)  0.2902
H (-2.42, -2.12, -2.05)  0.3916
H (-1.01, -2.47, -3.04)  0.5746
H (-3.24, -0.01, -2.48)  0.5619
H (-0.65, 3.11, -3.74)  0.5699
H (1.35, 3.76, -2.75)  0.2164
H (3.01, 3.47, -3.27)  0.5556
H (2.36, 2.59, -1.88)  0.1592
H (0.79, 3.29, -5.22)  0.3372
H (0.97, 1.66, -5.84)  0.3831
H (2.38, 2.70, -5.65)  0.4953
H (3.11, 0.50, -2.90)  0.1423
H (3.66, 1.34, -4.35)  0.5414
H (2.52, 0.00, -4.50)  0.2661
H (-3.05, 2.50, -5.49)  0.3726
H (-2.25, 3.93, -4.83)  0.3308
H (-4.00, 3.88, -4.95)  0.4787
H (-4.70, 1.21, -4.00)  0.3949
H (-5.38, 2.73, -3.41)  0.4671
H (-4.77, 1.55, -2.26)  0.3703
H (-2.18, 4.24, -2.25)  0.2269
H (-3.39, 3.37, -1.29)  0.2786
H (-3.90, 4.55, -2.50)  0.5125
C (0.25, 3.59, 0.34)  -1.6599
C (0.06, 2.29, 1.13)  2.3689
C (0.62, 2.43, 2.55)  -1.5590
C (-1.43, 1.89, 1.16)  -0.6198
C (0.74, 1.23, 0.44)  -0.0117
N (1.26, 0.39, -0.14)  0.2427
H (-0.21, 4.40, 0.90)  0.5209
H (-0.23, 3.52, -0.64)  0.0608
H (1.30, 3.81, 0.20)  0.4191
H (0.05, 3.21, 3.06)  0.4945
H (1.66, 2.73, 2.51)  0.3735
H (0.53, 1.50, 3.10)  0.1613
H (-2.01, 2.73, 1.53)  0.6460
H (-1.58, 1.04, 1.82)  -0.4194
H (-1.78, 1.63, 0.16)  -0.3145

Summary:
Net charge: +1
Electronic energy: -2081.08505 hartree
Multiplicity: 1
M: 632.9 g/mol
Kohn-Sham gap: 8.893 eV

Entry 5:
Formula: ClH3N3P3
Source: the Open Molecules 2025 dataset
Level of theory: the ωB97M-V functional and the def2-TZVPD basis

Each line ends with the Mulliken charge.
Geometry (Å):
N (-1.53, -1.48, -0.52)  -0.4866
N (1.46, -0.70, 0.51)  -0.2835
N (-0.39, 0.87, -0.59)  -0.3810
P (0.82, -2.13, -0.03)  0.2835
P (1.19, 1.00, -0.27)  0.0918
P (-1.38, -0.17, 0.38)  0.2713
Cl (-2.98, 0.93, 0.10)  -0.2439
H (2.26, -0.68, 1.03)  0.2695
H (-0.57, 0.51, -1.60)  0.3961
H (1.12, 1.83, 1.00)  0.0827

Summary:
Net charge: 0
Electronic energy: -1650.19699 hartree
Multiplicity: 1
M: 173.4 g/mol
Kohn-Sham gap (alpha / beta): 5.483 / 5.432 eV

Entry 6:
Formula: C4H4ClN2O2P
Source: the Open Molecules 2025 dataset
Level of theory: the ωB97M-V functional and the def2-TZVPD basis

Each line ends with the Mulliken charge.
Geometry (Å):
O (-0.55, 2.77, -1.53)  -0.5849
C (-0.48, 1.83, -0.80)  0.4415
C (-0.69, 1.87, 0.64)  -0.3485
C (-0.62, 0.74, 1.44)  0.4557
Cl (-1.03, 0.92, 3.16)  -0.1567
O (-0.44, -0.63, 1.02)  -0.2802
C (0.11, -0.59, -0.36)  0.4603
N (0.57, -1.61, -0.95)  -0.4165
P (0.44, -3.14, -0.34)  -0.0960
N (0.09, 0.66, -1.18)  -0.1305
H (-0.66, 2.92, 1.10)  0.2992
H (1.16, -2.76, 0.86)  0.0478
H (1.66, -3.54, -0.93)  0.0724
H (0.44, 0.57, -2.12)  0.2363

Summary:
Net charge: 0
Electronic energy: -1216.30537 hartree
Multiplicity: 1
SMILES: O=c1cc(Cl)o/c(=N\P)[nH]1
M: 178.5 g/mol
Kohn-Sham gap: 9.373 eV

- Which of these has the highest M?
  C39H63AlN3O2

- Among the records above, which one has the highest net charge?
  C39H63AlN3O2

- net charge of number 3 (C4H8NO3)?
  -1